[1]
# C22H30Cl2N3O8Pb

A molecular structure, C22H30Cl2N3O8Pb (the ωB97M-V functional and the def2-TZVPD basis, the Open Molecules 2025 dataset).

CARTESIAN COORDINATES (ANGSTROEM)
Pb (-0.19124, -0.59885, -0.13737)
C (-3.74491, -0.15042, -0.96549)
C (-3.36492, 1.27261, -0.64055)
O (-1.97463, 1.40956, -0.88935)
C (-1.46510, 2.70574, -0.58398)
C (-1.13760, 2.84880, 0.88191)
O (-0.11446, 1.92156, 1.20735)
C (0.23378, 1.97522, 2.57968)
C (1.30845, 0.94782, 2.85106)
O (0.93561, -0.37288, 2.49701)
C (0.29156, -1.15762, 3.48816)
C (-1.19715, -0.89104, 3.61666)
O (-1.76889, -1.03211, 2.32708)
C (-3.17078, -0.83315, 2.28814)
C (-3.70761, -1.50807, 1.03774)
O (-3.05637, -1.09358, -0.15595)
H (-3.45410, -0.36251, -1.99597)
H (-4.82704, -0.28237, -0.87823)
H (-3.60404, 1.51307, 0.40151)
H (-3.92574, 1.95965, -1.28511)
H (-2.17955, 3.47602, -0.88892)
H (-0.55265, 2.82203, -1.16377)
H (-2.01954, 2.65874, 1.50794)
H (-0.79814, 3.87144, 1.08204)
H (-0.65756, 1.80383, 3.19171)
H (0.62592, 2.96877, 2.82985)
H (1.59989, 0.99944, 3.90559)
H (2.18223, 1.18580, 2.24076)
H (0.77740, -1.01328, 4.45870)
H (0.42936, -2.18948, 3.16515)
H (-1.40519, 0.10117, 4.03139)
H (-1.62527, -1.63401, 4.30003)
H (-3.40693, 0.23829, 2.31126)
H (-3.64734, -1.30583, 3.15469)
H (-4.78505, -1.33276, 0.96515)
H (-3.53200, -2.58084, 1.12672)
Cl (-0.53858, 2.49988, -7.18656)
C (-0.15041, 1.96039, -5.58571)
C (0.62737, 2.77269, -4.75642)
C (0.94079, 2.35443, -3.48892)
Cl (1.93779, 3.36320, -2.48252)
C (0.49408, 1.11715, -2.94552)
O (0.82941, 0.78048, -1.74641)
C (-0.28414, 0.31518, -3.82487)
C (-0.77486, -0.99423, -3.46700)
O (-0.76422, -1.53338, -2.36318)
C (-0.58238, 0.74594, -5.13005)
H (0.98935, 3.72640, -5.11578)
H (-1.21416, -1.56185, -4.30367)
H (-1.16444, 0.10255, -5.77873)
C (3.25836, -4.38382, 1.50094)
N (3.39445, -3.07575, 0.86738)
C (4.60434, -2.51180, 0.62311)
C (4.72528, -1.30453, 0.03507)
C (3.51574, -0.63581, -0.33140)
N (2.33534, -1.19803, -0.09775)
C (2.23148, -2.40750, 0.50520)
O (1.13131, -2.91136, 0.73508)
N (3.52610, 0.57177, -0.89342)
H (4.25057, -4.78616, 1.68600)
H (2.70213, -5.05429, 0.85025)
H (2.71830, -4.28978, 2.44069)
H (5.46397, -3.09228, 0.92891)
H (5.69411, -0.86948, -0.15351)
H (4.39256, 1.00461, -1.15750)
H (2.63999, 0.95460, -1.22632)

Frontier orbital gap (eV): 7.95
Charge: +1
Energy (hartree): -2735.6123
Energy above the lowest of the compared OMol25 structures with the same formula, charge and spin (kcal/mol): 0.0

---

[2]
# C28H29Cl5N6S2Sr

A molecular structure, C28H29Cl5N6S2Sr in a non-equilibrium geometry (the ωB97M-V functional and the def2-TZVPD basis, the Open Molecules 2025 dataset).

CARTESIAN COORDINATES (ANGSTROEM)
Sr (-0.72228, -0.02158, -2.06527)
C (0.14763, 0.31702, -5.85613)
S (0.19428, -1.26161, -4.98189)
C (1.24264, -0.98237, -3.58865)
S (1.27464, -2.29956, -2.50682)
N (1.59949, 0.24314, -3.36291)
N (1.93263, 0.50046, -2.03905)
C (2.91035, 1.30421, -1.90273)
C (3.28088, 1.84218, -0.58637)
C (3.99382, 3.03844, -0.53664)
C (4.28618, 3.60596, 0.69221)
C (3.86471, 2.95498, 1.83678)
C (3.18636, 1.75407, 1.69323)
N (2.90154, 1.19278, 0.52363)
H (0.86907, 0.32470, -6.66969)
H (0.34926, 1.13519, -5.16933)
H (-0.86237, 0.42081, -6.25212)
H (3.46153, 1.65847, -2.76996)
H (4.29603, 3.51914, -1.45808)
H (4.82815, 4.54071, 0.75211)
H (4.05707, 3.35377, 2.82328)
H (2.85824, 1.21934, 2.57895)
Cl (-3.76774, -1.35532, -3.22735)
C (-3.59154, 0.19332, -4.05573)
C (-2.68862, 1.07010, -3.50768)
C (-2.50142, 2.23700, -4.21166)
Cl (-1.26143, 3.33725, -3.59197)
C (-3.16808, 2.56425, -5.38664)
Cl (-2.87133, 4.03554, -6.22928)
C (-4.09805, 1.64004, -5.87897)
Cl (-4.96968, 1.99735, -7.32639)
C (-4.31818, 0.42740, -5.21761)
Cl (-5.43620, -0.71942, -5.84882)
N (1.14308, -4.07616, 0.21921)
C (1.23046, -4.30510, 1.66363)
C (2.02178, -3.14847, 2.30047)
C (1.23816, -1.83157, 2.30568)
N (1.04669, -1.31997, 0.91897)
C (-0.10893, -2.01796, 3.00368)
C (-0.97002, -3.12091, 2.38864)
N (-1.45657, -2.69195, 1.07464)
C (-0.16480, -4.42349, 2.29129)
H (2.02956, -4.24823, -0.24040)
H (0.84309, -2.13455, 0.30453)
H (0.44575, -4.66381, -0.21950)
H (1.76083, -5.23718, 1.89224)
H (2.97043, -3.01733, 1.76864)
H (2.27118, -3.40549, 3.33127)
H (1.80280, -1.06923, 2.84268)
H (1.86928, -0.80706, 0.56993)
H (0.25403, -0.62089, 0.88268)
H (-0.66033, -1.07416, 3.00294)
H (0.09361, -2.27093, 4.04759)
H (-1.80142, -3.30762, 3.07996)
H (-1.92971, -1.79518, 1.13992)
H (-2.11509, -3.36107, 0.69351)
H (-0.74691, -5.17082, 1.73984)
H (-0.04189, -4.82185, 3.30119)
C (-1.09454, 0.57990, 0.54022)
C (-1.32118, 1.14398, 1.60403)
C (-1.56237, 1.81901, 2.84825)
C (-2.56181, 1.38875, 3.72456)
C (-2.76580, 2.04085, 4.93109)
C (-1.97976, 3.12911, 5.28089)
C (-0.98561, 3.56674, 4.41587)
C (-0.77503, 2.91880, 3.20956)
H (-3.18193, 0.54693, 3.44315)
H (-3.54774, 1.70026, 5.59875)
H (-2.14446, 3.63885, 6.22205)
H (-0.37497, 4.42157, 4.68028)
H (-0.00750, 3.25843, 2.52564)

Frontier orbital gap (eV): 7.73
Energy (hartree): -4540.9351
Energy above the lowest of the compared OMol25 structures with the same formula, charge and spin (kcal/mol): 5.3

---

[3]
# C49H41BrCl2N2O4PSTb

A molecular structure, C49H41BrCl2N2O4PSTb in a non-equilibrium geometry (the ωB97M-V functional and the def2-TZVPD basis, the Open Molecules 2025 dataset).

CARTESIAN COORDINATES (ANGSTROEM)
Tb (-0.02369, -0.35241, 0.39464)
C (-3.52664, 3.41134, -1.18132)
O (-3.13230, 2.05875, -1.14578)
C (-4.09820, 1.10007, -1.47219)
C (-5.50109, 1.24537, -1.22057)
C (-6.31448, 0.40098, -1.91717)
Br (-8.17360, 0.63998, -2.02327)
C (-5.81373, -0.60054, -2.76123)
C (-4.44533, -0.78554, -2.85009)
C (-3.59266, -0.09731, -2.00934)
O (-2.23134, -0.19908, -2.02112)
C (-3.96459, -1.74059, -3.82550)
N (-4.55656, -1.85104, -5.04868)
C (-3.82152, -2.81110, -5.70272)
C (-3.85165, -3.15444, -7.02397)
C (-2.79983, -3.82945, -7.62114)
C (-1.73894, -4.22678, -6.83551)
C (-1.68650, -3.94855, -5.45394)
C (-2.72958, -3.22966, -4.94236)
N (-2.83614, -2.56897, -3.66851)
H (-3.90923, 3.74365, -2.14510)
H (-2.69261, 4.08645, -0.81666)
H (-4.32977, 3.58383, -0.42238)
H (-5.87326, 2.04340, -0.51758)
H (-6.50777, -1.17280, -3.44025)
H (-1.88239, -1.02050, -2.40819)
H (-4.70296, -2.77941, -7.59102)
H (-2.77155, -3.90986, -8.72781)
H (-0.91301, -4.80729, -7.21893)
H (-0.75065, -4.05337, -4.89093)
H (-2.85054, -3.15299, -2.85019)
C (1.38705, -2.48120, -3.33637)
C (1.21662, -2.17586, -1.87299)
O (0.55496, -1.09565, -1.59909)
C (1.82317, -3.06285, -0.91290)
C (2.04104, -4.45835, -1.22979)
C (2.59636, -5.31104, -0.32903)
C (2.75403, -4.87438, 0.97630)
C (2.52567, -3.59768, 1.40194)
C (2.00556, -2.66879, 0.50901)
O (1.82242, -1.43060, 0.97442)
H (0.78582, -1.74596, -3.93510)
H (1.00218, -3.43975, -3.66657)
H (2.40734, -2.41796, -3.66649)
H (1.77551, -4.71122, -2.25284)
H (3.07045, -6.23988, -0.75585)
H (3.14917, -5.61502, 1.67695)
H (2.72545, -3.33431, 2.43087)
Cl (-2.36227, 0.55385, 1.58597)
C (-1.95931, -0.72934, 2.81084)
C (-1.99050, -0.26127, 4.15773)
C (-1.84898, -1.13745, 5.20331)
C (-1.69573, -2.48996, 4.87497)
C (-1.86391, -2.96414, 3.60777)
Cl (-2.01646, -4.64334, 3.35452)
C (-1.96158, -2.08439, 2.48701)
S (-1.86379, -2.55302, 0.77512)
H (-2.09318, 0.81231, 4.27489)
H (-1.80024, -0.77951, 6.21774)
H (-1.62527, -3.27500, 5.64079)
C (-0.76989, 3.81541, 2.04243)
C (0.18208, 3.71722, 3.23852)
C (-0.18590, 4.38988, 4.38141)
C (0.66928, 4.46208, 5.46570)
C (1.89974, 3.82334, 5.43221)
C (2.27672, 3.14086, 4.25769)
C (1.33326, 2.92326, 3.25033)
P (1.72589, 1.84054, 1.89730)
C (3.19715, 0.89870, 2.44377)
C (3.20543, 0.30350, 3.70172)
C (4.35126, -0.22408, 4.27399)
C (5.54509, -0.19100, 3.54980)
C (5.49117, 0.16297, 2.17542)
C (4.30964, 0.60015, 1.59934)
C (4.28179, 0.33953, 0.11195)
C (2.35103, 2.96664, 0.63317)
C (3.18021, 4.10304, 0.88415)
C (3.34058, 5.07962, -0.11025)
C (2.83842, 4.86301, -1.40691)
C (2.09992, 3.75313, -1.67554)
C (1.77648, 2.86578, -0.65191)
C (0.82733, 1.79748, -0.88782)
H (-1.48450, 4.67004, 2.24232)
H (-1.42720, 2.92556, 2.00069)
H (-0.28459, 3.98123, 1.07200)
H (-1.11404, 4.96379, 4.47557)
H (0.33618, 4.96037, 6.39433)
H (2.65254, 3.91856, 6.21611)
H (3.31777, 2.84988, 4.07687)
H (2.28201, 0.25805, 4.27667)
H (4.33341, -0.69481, 5.25159)
H (6.51514, -0.48167, 3.99509)
H (6.36478, 0.06236, 1.47164)
H (4.94106, -0.53868, -0.02938)
H (4.73408, 1.17107, -0.49059)
H (3.30618, 0.12962, -0.25206)
H (3.53256, 4.25482, 1.88947)
H (3.95715, 5.93574, 0.21893)
H (3.04884, 5.56301, -2.24377)
H (1.87155, 3.57288, -2.75412)
H (0.90902, 1.25572, -1.86483)
H (-0.25806, 2.00092, -0.59733)

Frontier orbital gap (alpha / beta) (eV): 5.68 / 5.71
Energy (hartree): -7360.6598
Energy above the lowest of the compared OMol25 structures with the same formula, charge and spin (kcal/mol): 1.8
Spin multiplicity: 7

---

[4]
# C8H12NO2P

C8H12NO2P in the gas phase in a non-equilibrium geometry (the ωB97M-V functional and the def2-TZVPD basis, the Open Molecules 2025 dataset).

CARTESIAN COORDINATES (ANGSTROEM)
C (-0.37590, 1.70492, 2.22264)
O (-0.44853, 1.74746, 0.76221)
P (0.81022, 1.13999, -0.10340)
N (-0.05017, -0.10546, -1.09681)
C (-0.23231, -1.33015, -0.56974)
C (-1.22989, -2.15231, -1.06175)
C (-1.38666, -3.43187, -0.71359)
C (-0.49446, -3.96583, 0.17908)
C (0.54338, -3.24115, 0.68158)
C (0.68859, -1.92517, 0.31949)
O (0.72896, 2.15208, -1.43054)
C (1.14610, 3.55377, -1.09593)
H (-0.19507, 0.64959, 2.57228)
H (-1.31453, 2.15177, 2.60841)
H (0.49763, 2.16035, 2.59694)
H (-1.00213, 0.26364, -1.43619)
H (-2.03176, -1.57912, -1.62169)
H (-2.39007, -3.90150, -0.93525)
H (-0.91271, -4.77765, 0.91425)
H (1.08130, -3.73484, 1.49932)
H (1.38070, -1.18332, 0.73506)
H (1.07941, 4.03617, -2.11746)
H (2.18636, 3.38761, -0.86111)
H (0.50623, 3.72109, -0.23559)

Frontier orbital gap (eV): 8.64
Energy (hartree): -858.5897
SMILES: COP(Nc1ccccc1)OC
Energy above the lowest of the compared OMol25 structures with the same formula, charge and spin (kcal/mol): 55.6

---

[5]
# C33H29F6N4O5S2SiSn

A molecular structure, C33H29F6N4O5S2SiSn in a non-equilibrium geometry (the ωB97M-V functional and the def2-TZVPD basis, the Open Molecules 2025 dataset).

CARTESIAN COORDINATES (ANGSTROEM)
Sn (-1.75220, 0.52760, -0.53529)
C (-2.95682, 4.18566, -0.68231)
C (-2.64769, 3.33758, 0.52326)
C (-1.38317, 3.33260, 1.10546)
C (-1.11797, 2.57482, 2.25190)
C (0.22076, 2.64014, 2.93483)
C (-2.14512, 1.82851, 2.81275)
C (-3.42348, 1.81960, 2.25845)
C (-4.53635, 1.08599, 2.94949)
C (-3.65207, 2.55070, 1.09619)
H (-2.10642, 4.80452, -0.96437)
H (-3.80811, 4.83632, -0.48426)
H (-3.21714, 3.55685, -1.53807)
H (-0.61382, 3.99009, 0.71688)
H (0.16264, 3.31564, 3.79092)
H (0.99447, 3.01120, 2.26722)
H (0.52041, 1.66137, 3.31182)
H (-1.96199, 1.26176, 3.71912)
H (-4.76422, 1.57549, 3.89771)
H (-4.24117, 0.06059, 3.17012)
H (-5.44304, 1.07386, 2.34711)
H (-4.65240, 2.58392, 0.67726)
F (-4.81786, -2.20450, 2.16340)
C (-3.78291, -3.01760, 2.03967)
F (-4.13062, -4.10580, 1.38222)
F (-3.31114, -3.32975, 3.23848)
S (-2.44143, -2.13332, 1.12006)
O (-2.88176, -1.81916, -0.22708)
O (-2.09929, -0.97864, 1.90225)
N (-1.30076, -3.22924, 1.06781)
S (-0.27550, -2.98272, -0.07694)
O (0.87246, -3.80757, 0.02263)
O (0.00444, -1.51808, -0.25617)
C (-1.06980, -3.45955, -1.72084)
F (-2.14363, -4.19849, -1.52750)
F (-1.37002, -2.38101, -2.43766)
F (-0.16744, -4.16714, -2.39055)
C (3.83775, -1.81712, -4.21987)
C (3.81445, -0.50029, -3.77863)
C (3.28367, -0.19082, -2.53845)
C (2.77649, -1.20015, -1.70863)
C (2.84791, -2.52723, -2.14770)
C (3.36007, -2.82865, -3.40010)
Si (2.10244, -0.71294, -0.04603)
C (2.16413, 1.13437, 0.21389)
C (1.52992, 2.08246, -0.59528)
C (1.82927, 3.42948, -0.46246)
C (2.76051, 3.84577, 0.47922)
C (3.38069, 2.91688, 1.30423)
C (3.08566, 1.57006, 1.17371)
C (2.28530, -1.57882, 1.58468)
C (1.30861, -1.32366, 2.55292)
C (1.32229, -2.00869, 3.75435)
C (2.31989, -2.94111, 4.00741)
C (3.31493, -3.17271, 3.06873)
C (3.29822, -2.49747, 1.86005)
H (4.24360, -2.05376, -5.19463)
H (4.22198, 0.28501, -4.40333)
H (3.27714, 0.83829, -2.19607)
H (2.52229, -3.33121, -1.50997)
H (3.38318, -3.86072, -3.72371)
H (0.82943, 1.76189, -1.35764)
H (1.35436, 4.15242, -1.11365)
H (3.00776, 4.89551, 0.56826)
H (4.10494, 3.24196, 2.03894)
H (3.58341, 0.84825, 1.81221)
H (0.52700, -0.59726, 2.35425)
H (0.55261, -1.81614, 4.49059)
H (2.32562, -3.48564, 4.94229)
H (4.09658, -3.89146, 3.27532)
H (4.06981, -2.68384, 1.12189)
N (0.44188, 0.39919, -4.54011)
C (-0.59237, 0.38754, -3.69262)
O (-0.38644, 0.64690, -2.46086)
C (-1.89315, 0.08954, -4.20079)
C (-2.08836, -0.40549, -5.50729)
N (-2.17876, -0.83064, -6.57423)
C (-2.85053, 0.22317, -3.22483)
N (-3.40857, 0.46797, -2.23214)
H (1.36561, 0.56194, -4.18274)
H (0.30892, 0.19495, -5.51714)

Frontier orbital gap (eV): 7.82
Charge: +1
Energy (hartree): -3769.3248